Entry 1:
Entry from OMol25: C45H45BiF9IN6O5P2S4 as an isolated structure (ωB97M-V/def2-TZVPD).

```
118
Properties=species:S:1:pos:R:3:mulliken_charge:R:1
Bi -1.64468 0.00335 0.62962 0.561
C -2.78290 1.38360 -3.44911 -0.769
C -2.99856 2.47641 -2.44514 0.568
N -3.80261 3.46623 -2.71364 -0.710
C -4.05584 4.35845 -1.72814 -0.703
C -3.33244 4.43188 -0.60106 0.216
C -3.41217 5.54115 0.39081 -0.934
O -2.37813 6.52379 0.25586 -0.498
C -2.33569 3.37875 -0.34648 0.203
C -1.53651 3.45882 0.89244 -0.971
N -1.32905 2.40223 1.55077 -0.053
C -0.65512 2.54774 2.76892 -0.324
C -1.30777 2.11386 3.94600 -0.523
C -0.58457 2.21960 5.16179 -0.542
C 0.67549 2.81673 5.23948 -0.708
C 1.22914 3.36850 4.08433 -0.821
C 0.59978 3.16062 2.83090 0.877
I 1.66989 3.78362 1.14963 0.352
C -2.21420 2.38473 -1.25710 0.281
O -1.43185 1.31062 -1.12816 0.536
H -3.25143 0.44779 -3.11030 0.031
H -1.75287 1.21962 -3.70815 -0.050
H -3.21355 1.58404 -4.38174 0.572
H -4.79310 5.13056 -2.02365 0.377
H -3.26004 5.20496 1.45439 0.349
H -4.49322 5.97266 0.33632 0.367
H -2.41339 6.85330 -0.66143 0.363
H -1.30584 4.44454 1.29552 1.029
H -2.26668 1.64604 3.90379 0.503
H -1.11762 1.94225 6.09417 0.411
H 1.20560 2.92467 6.23586 0.335
H 2.17800 3.86005 4.15336 0.456
S 2.17726 -2.58980 1.26632 -0.221
C 0.94538 -1.59778 0.83025 -0.173
S -0.30757 -1.83559 -0.45246 0.139
S 0.61375 -0.16199 1.74311 -0.190
C -0.71603 -5.47072 -1.88138 -1.027
C -1.48098 -4.28481 -2.17071 0.754
N -1.14441 -3.45469 -3.07940 -0.469
N -2.02515 -2.39962 -2.90752 0.281
C -2.97146 -2.63101 -1.97079 -0.040
S -4.20936 -1.77636 -1.27169 -0.360
N -2.62288 -3.90116 -1.50305 0.533
N -3.10319 -4.55881 -0.37735 -0.897
H 0.16403 -5.61895 -2.47851 0.308
H -1.37019 -6.36900 -1.91139 0.333
H -0.28744 -5.39038 -0.84189 0.006
H -1.97954 -1.61611 -3.55342 0.243
H -3.00875 -3.91126 0.42881 0.106
H -4.08380 -4.79078 -0.42642 0.270
F 6.20984 4.20381 1.23713 -0.253
C 6.62310 3.04954 0.68281 0.864
F 7.57838 3.39147 -0.18175 -0.273
F 7.21023 2.28394 1.62500 -0.282
C 5.50410 2.42858 -0.00999 0.426
C 5.04632 3.08299 -1.19096 -1.071
C 3.95757 2.55264 -1.85820 -0.140
C 3.31151 1.43101 -1.35432 0.308
C 3.78804 0.76669 -0.27147 -0.168
C 4.82639 1.27881 0.50892 -1.592
P 1.79368 0.67076 -2.06254 2.391
C 1.41547 1.98599 -3.34567 -0.600
C 0.84135 3.08708 -2.70297 0.446
C 0.68383 4.26540 -3.39293 -1.169
C 1.10345 4.36640 -4.66827 0.102
C 1.51750 3.23365 -5.35845 -1.031
C 1.74222 2.04557 -4.68559 -0.180
C 1.01919 5.68997 -5.36168 0.804
F 1.76507 6.59228 -4.67459 -0.262
F 1.41963 5.65086 -6.63371 -0.283
F -0.26600 6.15440 -5.36995 -0.266
C 2.36431 -0.77666 -3.09847 0.172
C 3.56152 -1.50649 -2.94542 -0.542
C 3.73564 -2.74422 -3.61279 -1.373
C 2.79915 -3.14422 -4.55994 0.007
C 1.61413 -2.38208 -4.71772 -0.891
C 1.39293 -1.27775 -3.97205 0.140
C 3.09838 -4.39992 -5.29716 0.806
F 4.33330 -4.42131 -5.87450 -0.265
F 2.15979 -4.66450 -6.24297 -0.297
F 3.08895 -5.48249 -4.51076 -0.252
H 5.57067 3.98147 -1.52977 0.420
H 3.51598 3.03674 -2.73851 0.287
H 3.25362 -0.06411 0.14606 0.063
H 5.25570 0.70171 1.29889 0.529
H 0.40716 3.03444 -1.71187 -0.018
H 0.28235 5.09858 -2.83986 0.515
H 1.79813 3.27706 -6.40064 0.455
H 2.30099 1.21483 -5.12512 0.490
H 4.30536 -1.19627 -2.23929 0.466
H 4.61072 -3.34513 -3.48055 0.450
H 0.94704 -2.70255 -5.47791 0.504
H 0.40190 -0.79018 -4.06040 0.222
C -4.20641 -5.48846 5.09048 -1.253
C -4.12921 -4.24660 4.13572 0.070
O -3.64368 -3.05681 4.81901 -0.469
P -2.27133 -2.40493 4.29951 0.547
O -1.29573 -3.70675 4.37026 -0.300
C -0.04591 -3.83388 3.76254 -0.404
C -0.36659 -4.31266 2.39235 -1.126
O -1.92002 -1.55815 5.72786 -0.404
C -1.73591 -2.26450 6.96752 0.009
C -0.33721 -1.86574 7.47867 -0.986
H -4.74751 -6.26750 4.59036 0.404
H -4.86820 -5.12704 5.85424 0.318
H -3.26043 -5.76879 5.53073 0.314
H -5.16726 -3.96550 3.88677 0.411
H -3.53137 -4.45110 3.26409 -0.055
H 0.58861 -4.54201 4.33016 0.244
H 0.46315 -2.89357 3.70714 0.318
H -1.07061 -5.09714 2.62405 0.561
H 0.41722 -4.78556 1.83554 0.561
H -0.93072 -3.58083 1.85598 -0.002
H -1.78734 -3.42871 6.79556 0.140
H -2.51651 -1.92595 7.70106 0.285
H 0.46102 -2.24138 6.82130 0.233
H -0.17606 -2.07916 8.54244 0.376
H -0.28837 -0.76842 7.41420 0.173
```

As for the spin multiplicity: 1. Its total energy is -6133.149900 a.u. The charge is 0. The energy relative to the best compared isomer or geometry (same formula, charge and spin) comes out at 57.74 kcal per mole. The value obtained for the HOMO energy is -8.32 eV.

Entry 2:
Entry from OMol25: C45H45N9 as an isolated structure (ωB97M-V/def2-TZVPD).

```
99
Properties=species:S:1:pos:R:3:mulliken_charge:R:1
N 3.76174 -3.43685 -0.49267 -0.766
C 3.26906 -2.20697 -0.82951 0.875
C 2.65806 -1.90001 -2.08568 -0.611
C 2.32971 -3.00170 -2.85770 -0.152
C 2.76548 -4.32441 -2.49324 -0.712
C 3.44507 -4.48872 -1.29855 -0.426
H 3.48896 -1.36814 -0.18575 -0.159
H 2.42174 -0.87695 -2.33848 1.112
H 1.87821 -2.81799 -3.82144 0.272
H 2.47412 -5.22986 -3.00478 0.434
H 3.91453 -5.44512 -1.12162 0.426
N 5.48131 0.18676 0.50388 -0.788
C 4.14110 0.06572 0.36418 0.020
C 3.31607 1.09166 -0.03381 1.518
C 3.96001 2.33481 -0.47520 -0.990
C 5.34061 2.39348 -0.39652 -0.667
C 6.03366 1.36709 0.15866 -0.531
H 3.79201 -0.85379 0.81031 0.944
H 2.24896 0.95773 -0.13250 -0.693
H 3.42119 3.12575 -0.97569 0.150
H 5.89539 3.24333 -0.76579 0.420
H 7.10866 1.35460 0.05558 0.400
N -3.72656 -3.00992 -0.53043 -0.582
C -3.50507 -1.66986 -0.68747 -1.033
C -3.04875 -0.79888 0.31241 2.217
C -2.81604 -1.31034 1.61768 -1.148
C -3.01488 -2.66856 1.73069 -0.501
C -3.47922 -3.47455 0.69490 -0.613
H -3.82214 -1.23149 -1.62219 0.826
H -2.99803 0.24308 0.03286 0.130
H -2.36836 -0.68415 2.37522 0.951
H -2.76972 -2.98537 2.73365 0.318
H -3.43337 -4.53412 0.89887 0.402
N -0.91641 3.85829 1.31351 -0.732
C -1.30467 2.60281 1.72082 1.135
C -1.50258 2.25279 3.08035 -0.024
C -1.22128 3.10687 4.08224 -0.372
C -0.66462 4.35712 3.70556 -0.553
C -0.53314 4.70326 2.34045 -1.079
H -1.61414 1.89740 0.96383 0.692
H -1.88875 1.28879 3.37696 0.242
H -1.42125 2.89442 5.12208 0.494
H -0.37433 5.13739 4.39353 0.439
H -0.20575 5.70336 2.09753 0.449
N -1.37271 0.71728 -0.66054 0.290
C -0.31655 0.45443 -1.43810 -1.111
C 0.91556 0.02370 -0.94568 -1.148
C 1.06830 -0.16927 0.40202 0.438
C -0.04616 0.03553 1.24436 -2.132
C -1.26354 0.47613 0.70509 0.502
H -0.48273 0.57439 -2.49848 -0.277
H 1.72347 -0.17397 -1.63460 0.289
H 2.03153 -0.48344 0.77604 0.570
H 0.01537 -0.11690 2.31177 1.268
H -2.18543 0.60329 1.25313 -0.812
N -4.04428 4.00545 1.96436 -0.635
C -3.92003 3.26638 3.16248 -0.326
C -3.73710 1.90447 3.17710 -0.183
C -3.47595 1.25200 2.01170 0.118
C -3.47769 1.91339 0.82191 0.277
C -3.79443 3.28857 0.85046 -0.538
H -3.98632 3.85602 4.06488 0.435
H -3.65214 1.44393 4.15028 0.422
H -3.33101 0.18185 2.02471 0.132
H -3.35447 1.33084 -0.07912 0.070
H -3.81692 3.88984 -0.04641 0.470
N 2.78690 2.77360 -2.20134 -0.495
C 1.95596 2.53880 -1.23928 -0.569
C 0.58125 2.46388 -1.33579 1.108
C 0.06654 2.89661 -2.55133 -0.605
C 0.93388 3.19713 -3.66718 -0.851
C 2.30985 2.98778 -3.47196 -0.724
H 2.52739 2.70235 -0.33755 0.789
H -0.04048 2.29717 -0.46858 0.312
H -1.00656 2.97704 -2.64290 0.557
H 0.49049 3.33954 -4.64162 0.400
H 2.91868 3.30050 -4.30738 0.397
N -0.24407 -3.25326 -1.79926 0.509
C -1.49160 -3.66451 -1.91998 -0.771
C -2.47528 -3.09398 -2.69298 -0.381
C -2.22559 -1.78021 -3.04233 -1.175
C -1.02770 -1.18403 -2.76360 -0.839
C -0.04749 -2.00092 -2.16423 0.828
H -1.66698 -4.58553 -1.38392 0.507
H -3.38346 -3.59600 -2.99229 0.313
H -3.01401 -1.28434 -3.58904 0.409
H -0.72475 -0.15617 -2.89821 0.390
H 0.95233 -1.59877 -2.09327 0.220
N 2.06121 -2.75290 1.82811 -0.624
C 1.06349 -2.12092 2.53049 -1.182
C -0.30108 -2.07834 2.13184 -0.687
C -0.60011 -2.56993 0.86894 1.445
C 0.46448 -3.18882 0.07000 0.208
C 1.71471 -3.18085 0.58180 -1.025
H 1.30953 -1.98091 3.57272 0.391
H -1.06190 -1.66918 2.78002 0.626
H -1.65179 -2.50540 0.63186 -0.738
H 0.26711 -3.63378 -0.89408 0.963
H 2.54520 -3.71831 0.14842 0.442
```

As for the spin multiplicity: 1. Its total energy is -2233.227387 a.u. The charge is 0. The energy relative to the best compared isomer or geometry (same formula, charge and spin) comes out at 804.87 kcal per mole. The value obtained for the HOMO energy is -7.16 eV.

Q: What is the HOMO in the second record?
A: -7.16 eV